[1]
Molecular formula: H4N2O5Si2
Method: DFT, the ωB97M-V functional and the def2-TZVPD basis

Structure (XYZ):
```
13
Properties=species:S:1:pos:R:3:forces:R:3
N 1.82792 0.57419 0.54442 3.311 2.922 4.068
N -0.89320 1.39329 -0.34773 1.224 0.594 0.344
O 3.01815 0.30406 0.79250 -1.163 -0.287 -0.346
O 1.22259 1.41960 1.20657 0.298 -0.669 -0.762
O 0.06779 0.94735 -1.18463 -1.425 1.634 -1.409
O -1.21919 2.52361 -0.39834 0.431 -1.220 -0.774
O -0.27441 -0.97716 0.58526 1.138 -2.007 -1.538
Si 1.33788 -0.15024 -0.92454 -1.704 -0.332 -0.643
Si -1.26105 0.06839 1.04939 -1.067 2.057 1.233
H 2.24107 0.34119 -1.92965 0.095 0.411 -0.622
H 1.61582 -1.47116 -0.70507 0.050 -2.317 -0.237
H -2.68996 0.32938 0.69028 0.010 -0.755 0.567
H -0.65091 0.81822 2.18232 -1.197 -0.031 0.119
```
Forces are in eV/Å.

Summary:
E_HOMO: -10.7 eV
Electronic energy: -29032.1154 eV
HOMO-LUMO gap: 8.81 eV
Charge: 0
Multiplicity: 1
Largest force on an atom: 6.0 eV/Å
Energy above the lowest of the compared OMol25 structures with the same formula, charge and spin: 253.1 kJ/mol

Atomic partial charges in e from the Mulliken method, atoms 1 to 5:
1. N 0.980
2. N 0.745
3. O -0.587
4. O -0.565
5. O -0.215

***

[2]
Molecular formula: C35H34N5O6SV
Method: DFT, the ωB97M-V functional and the def2-TZVPD basis

Structure (XYZ):
```
82
Properties=species:S:1:pos:R:3:forces:R:3
V -0.66801 0.01724 -0.47421 0.248 1.439 0.496
O 1.15652 -0.22116 0.21270 0.801 -0.571 0.563
C 1.36118 -0.80211 1.36663 -0.208 0.384 -0.580
C 2.60340 -0.67867 2.02638 0.180 -0.107 0.089
C 2.82027 -1.28887 3.24124 0.008 -0.005 0.015
C 1.81697 -2.03610 3.88026 0.016 0.035 -0.077
C 0.58552 -2.14520 3.26772 0.021 0.015 0.023
C 0.35083 -1.54759 2.02751 -0.447 -0.181 -0.036
C -0.95726 -1.62932 1.35968 0.544 -0.015 0.202
N -2.07228 -1.87851 1.89636 -0.307 0.059 0.063
C -3.33807 -1.82250 1.17437 0.220 -0.062 0.164
C -3.40680 -1.25675 -0.24671 0.268 0.279 -0.114
N -2.72868 0.04095 -0.33303 -0.655 -0.329 0.216
C -3.42005 1.09232 -0.10293 -0.026 0.307 0.003
C -2.85189 2.40220 0.15629 -0.284 -0.185 -0.138
C -3.64369 3.54367 -0.03837 -0.007 -0.013 -0.007
C -3.18016 4.80195 0.26627 0.113 -0.033 0.057
C -1.89445 4.91565 0.82538 -0.045 0.038 -0.018
C -1.11180 3.81259 1.06626 -0.006 0.078 0.006
C -1.54989 2.50450 0.72890 0.160 -0.448 0.172
O -0.80364 1.47522 0.95545 -0.232 0.543 0.080
H 3.38234 -0.10253 1.53849 -0.048 -0.024 0.020
H 3.79291 -1.18678 3.71226 -0.035 -0.009 -0.007
H 2.00708 -2.51128 4.83432 -0.004 0.016 -0.015
H -0.22445 -2.69796 3.73200 0.020 0.022 -0.014
H -0.83688 -1.56825 0.25244 -0.351 -0.923 0.129
H -4.00339 -1.22232 1.80119 -0.007 0.033 0.046
H -3.76555 -2.82870 1.16002 -0.027 -0.063 0.023
H -4.46284 -1.15453 -0.51217 -0.095 -0.012 0.010
H -2.95355 -1.94114 -0.96125 0.048 0.002 -0.052
H -4.51029 0.99891 -0.05266 -0.051 0.057 0.015
H -4.63957 3.41899 -0.45427 0.010 -0.014 0.013
H -3.79070 5.67817 0.09310 0.017 -0.003 0.001
H -1.51044 5.89902 1.07689 -0.010 -0.023 0.001
H -0.12530 3.90311 1.50305 -0.004 0.004 0.000
N -0.41984 1.56799 -1.88385 0.116 -0.047 -0.795
C -1.19786 1.23219 -3.01954 0.352 0.139 0.444
C -1.73624 2.11751 -3.91790 -0.088 0.009 -0.113
C -2.41435 1.63724 -5.05547 0.031 0.004 0.058
C -2.52872 0.29279 -5.29277 -0.019 0.010 -0.054
C -2.00425 -0.63972 -4.36826 -0.061 -0.221 -0.084
C -2.08372 -2.05132 -4.53464 0.068 0.197 0.082
C -1.53830 -2.85922 -3.57381 -0.071 -0.169 -0.178
C -0.97143 -2.31179 -2.42087 0.139 0.799 0.164
N -0.92609 -0.99130 -2.18765 -0.180 -0.694 -1.294
C -1.37625 -0.15707 -3.21118 0.162 -0.429 0.393
H -0.46120 2.55740 -1.66691 -0.167 -0.005 0.067
H 0.66635 1.37406 -2.15038 -0.012 0.041 -0.010
H -1.61866 3.18154 -3.75277 0.014 -0.002 -0.031
H -2.82817 2.34509 -5.76390 0.007 -0.004 0.023
H -3.02092 -0.07219 -6.18715 0.005 0.001 0.027
H -2.54999 -2.46502 -5.42062 0.003 0.018 0.010
H -1.54954 -3.93561 -3.68680 0.013 -0.009 0.007
H -0.52916 -2.94234 -1.66030 -0.016 -0.033 0.036
C 1.08474 -6.02342 -0.71616 0.033 0.015 -0.038
C 2.30576 -5.14705 -0.83131 -0.058 -0.053 -0.032
C 3.18472 -5.29108 -1.90973 -0.060 -0.015 -0.013
C 4.31142 -4.50083 -2.01562 0.026 0.056 0.132
C 4.56704 -3.54673 -1.03086 -0.161 -0.282 0.015
C 3.70376 -3.37846 0.03393 -0.147 -0.062 -0.151
C 2.57537 -4.18417 0.12699 0.006 0.053 0.078
S 6.01441 -2.55600 -1.10037 -0.156 0.260 0.222
O 7.15958 -3.41430 -1.25652 0.074 0.003 0.062
O 5.92119 -1.63844 -0.00193 0.226 -0.091 0.012
N 5.92836 -1.72191 -2.49174 -0.118 0.180 -0.450
C 4.67086 -1.11567 -3.01619 0.204 0.014 0.195
C 4.02040 -0.05005 -2.14121 0.315 -0.068 0.003
C 2.53688 0.08486 -2.48150 -0.396 0.314 0.058
O 2.07608 1.28016 -2.45544 0.137 -0.336 0.005
O 1.89500 -0.94182 -2.72933 0.013 0.014 -0.185
H 1.36413 -7.07801 -0.65354 -0.008 0.026 0.001
H 0.43658 -5.91009 -1.58791 0.006 0.007 -0.011
H 0.50416 -5.77252 0.17188 0.025 0.002 -0.019
H 2.97312 -6.03128 -2.67460 0.016 0.016 0.025
H 4.99539 -4.62576 -2.84696 -0.005 0.010 0.026
H 3.90147 -2.61612 0.76971 0.006 0.031 0.083
H 1.89876 -4.04695 0.96277 -0.012 0.038 0.016
H 6.41311 -2.26579 -3.19364 0.024 0.088 -0.044
H 3.91438 -1.87480 -3.21431 0.012 -0.142 0.027
H 4.98363 -0.68150 -3.96582 -0.140 0.040 -0.074
H 4.49781 0.92181 -2.25059 0.107 -0.018 0.031
H 4.08389 -0.32943 -1.08509 -0.093 0.004 -0.075
```
Forces are in eV/Å.

Summary:
E_HOMO (alpha / beta): -3.2 / -4.9 eV
Electronic energy: -93109.5064 eV
HOMO-LUMO gap (alpha / beta): 5.57 / 7.11 eV
Charge: -1
Multiplicity: 4
Largest force on an atom: 1.5 eV/Å
Energy above the lowest of the compared OMol25 structures with the same formula, charge and spin: 107.3 kJ/mol

Atomic partial charges in e from the Mulliken method, atoms 1 to 5:
1. V -0.220
2. O -0.240
3. C 0.446
4. C -1.206
5. C -0.124

***

[3]
Molecular formula: C9H26N4O3Rb
Method: DFT, the ωB97M-V functional and the def2-TZVPD basis

Structure (XYZ):
```
43
Properties=species:S:1:pos:R:3:forces:R:3
Rb -1.45090 0.40844 2.09865 0.138 0.014 0.029
C -5.28558 5.80855 -0.79538 0.071 -4.395 0.896
O -4.37082 5.12150 -0.34845 0.794 0.216 -1.038
N -5.66733 6.92397 -0.33824 -0.359 5.764 2.697
N -6.29478 5.36505 -1.55744 -0.776 -2.798 -3.065
H -6.60773 7.17766 -0.60541 0.606 0.907 0.700
H -5.19950 7.24836 0.49603 -0.451 0.364 -0.127
H -6.07547 4.65065 -2.23688 -0.358 0.004 0.210
H -7.19725 5.81347 -1.62487 0.505 -0.133 -0.233
C 1.30715 -2.02702 -4.22790 -1.996 -0.931 -0.164
C -0.23329 -2.52766 -4.34077 1.805 0.463 -0.334
C -0.40652 -3.64604 -5.41708 1.491 1.291 -0.383
O 0.18417 -3.19616 -6.65390 -1.365 0.426 -0.792
C -0.79633 -2.78325 -7.63299 -0.170 -0.652 0.850
N -0.64273 -2.97479 -3.01753 0.047 -0.720 -0.086
H 1.80623 -2.79975 -3.64319 0.179 0.086 0.148
H 1.33045 -1.07950 -3.68961 0.104 -0.084 -0.063
H 1.82021 -1.96783 -5.18778 -0.313 0.172 0.016
H -0.90417 -1.68787 -4.52183 0.221 0.148 -0.733
H -1.45635 -3.93679 -5.45461 -0.140 -0.027 -0.467
H 0.21453 -4.52815 -5.26132 -0.198 -0.139 0.986
H -1.40185 -3.64518 -7.91325 0.054 -0.237 -0.243
H -0.34611 -2.36831 -8.53477 0.297 0.011 0.375
H -1.51204 -2.09119 -7.18925 0.143 0.454 -0.024
H -0.18143 -3.87008 -2.94169 0.376 -0.364 0.727
H -1.60426 -3.26838 -3.11428 -0.555 0.128 0.231
C 4.35427 -0.72536 4.01100 -0.368 0.616 -0.473
C 3.55892 -0.88262 5.33344 1.159 -0.990 -2.953
C 3.27996 0.40092 6.07693 -1.464 -0.729 1.979
O 2.08570 1.07333 5.68148 -0.803 0.340 -0.210
C 1.44804 1.92848 6.67089 2.725 1.333 -0.506
N 2.38359 -1.66266 4.92976 -0.823 -0.004 0.538
H 3.90906 0.01161 3.34260 0.023 0.512 0.255
H 4.28289 -1.60863 3.37630 0.246 -0.440 0.417
H 5.40889 -0.49511 4.16211 -0.090 0.101 0.061
H 4.24822 -1.52362 5.88304 -0.090 0.319 0.940
H 4.17330 1.00777 6.22450 -0.005 0.396 -0.602
H 3.05909 0.01997 7.07402 0.049 0.134 0.608
H 1.44919 1.59866 7.70980 -0.777 -0.910 -0.251
H 0.61134 2.52236 6.30300 -0.728 -1.339 -0.215
H 2.09873 2.79610 6.78006 0.712 0.264 0.113
H 2.66625 -2.45802 4.37513 0.368 0.134 -0.273
H 1.95428 -2.12290 5.71968 -0.286 0.293 0.460
```
Forces are in eV/Å.

Summary:
E_HOMO: -11.0 eV
Electronic energy: -22505.1095 eV
HOMO-LUMO gap: 7.21 eV
Charge: +1
Multiplicity: 1
Largest force on an atom: 6.4 eV/Å
Energy above the lowest of the compared OMol25 structures with the same formula, charge and spin: 412.8 kJ/mol

Atomic partial charges in e from the Mulliken method, atoms 1 to 5:
1. Rb 0.985
2. C 0.639
3. O -0.664
4. N -0.346
5. N -0.395

***

[4]
Molecular formula: C3H5F3INO
Method: DFT, the ωB97M-V functional and the def2-TZVPD basis

Structure (XYZ):
```
14
Properties=species:S:1:pos:R:3:forces:R:3
C 0.22181 -1.29554 -0.49544 0.279 0.197 -0.003
C -0.93299 -1.09214 0.42914 -0.493 0.434 1.542
C -0.66733 2.20847 -0.17880 -3.079 -1.566 0.159
N 1.37028 -0.66229 0.12338 0.248 0.048 -0.098
O -0.74476 -0.55901 1.60574 -0.852 -0.733 -1.844
F -0.86211 3.52655 -0.36581 0.814 0.535 -0.031
F 0.13087 2.05624 0.92712 1.237 0.485 0.486
F 0.10586 1.76211 -1.23264 1.112 0.175 -0.525
I -2.87058 -1.55941 -0.09542 0.798 0.249 0.225
H 0.39898 -2.37615 -0.60391 -0.196 0.169 0.041
H -0.04183 -0.91185 -1.49541 -0.059 0.015 0.269
H 1.45942 0.30223 -0.17567 -0.141 0.147 -0.067
H 2.23502 -1.13442 -0.09891 -0.052 -0.101 0.087
H 0.19735 -0.26478 1.65662 0.383 -0.053 -0.241
```
Forces are in eV/Å.

Summary:
E_HOMO (alpha / beta): -6.7 / -5.8 eV
Electronic energy: -22978.4154 eV
HOMO-LUMO gap (alpha / beta): 5.47 / 3.73 eV
Charge: 0
Multiplicity: 1
Largest force on an atom: 3.5 eV/Å
Energy above the lowest of the compared OMol25 structures with the same formula, charge and spin: 131.1 kJ/mol

Atomic partial charges in e from the Mulliken method, atoms 1 to 5:
1. C -0.159
2. C 0.038
3. C -0.207
4. N -0.673
5. O -0.304

***

[5]
Molecular formula: CH3Cl2FSi
Method: DFT, the ωB97M-V functional and the def2-TZVPD basis

Structure (XYZ):
```
8
Properties=species:S:1:pos:R:3:forces:R:3
C -0.05155 0.38865 1.06397 -2.554 -1.616 -3.983
Si 0.18581 -0.15122 -0.78359 -3.375 -3.430 1.923
F -0.94534 -1.73228 -0.92097 2.530 3.624 0.482
Cl 1.92770 -0.90717 -1.32283 0.921 -0.146 -0.162
Cl -0.62991 1.02193 -2.13923 -0.284 0.772 -0.755
H -0.46398 -0.54320 1.40345 -0.019 -0.334 0.873
H 0.74551 0.75116 1.53295 3.741 0.771 1.954
H -0.76823 1.17213 1.16625 -0.960 0.359 -0.331
```
Forces are in eV/Å.

Summary:
E_HOMO: -11.8 eV
Electronic energy: -36729.2896 eV
HOMO-LUMO gap: 12.28 eV
Charge: 0
Multiplicity: 1
Largest force on an atom: 5.2 eV/Å
Energy above the lowest of the compared OMol25 structures with the same formula, charge and spin: 156.5 kJ/mol
SMILES: C[Si](F)(Cl)Cl

Atomic partial charges in e from the Mulliken method, atoms 1 to 5:
1. C -1.009
2. Si 0.859
3. F -0.491
4. Cl -0.170
5. Cl -0.175

***

[6]
Molecular formula: C6H14IOPS
Method: DFT, the ωB97M-V functional and the def2-TZVPD basis

Structure (XYZ):
```
24
Properties=species:S:1:pos:R:3:forces:R:3
C -1.92596 1.35958 -1.23501 -0.070 -1.900 0.533
C -1.84737 -0.97297 -1.89423 0.121 0.741 0.900
C 2.25195 0.31124 0.17163 1.990 -0.377 -2.867
C 1.43124 0.61166 2.53369 -1.326 0.441 -2.326
C -0.99071 0.12086 -1.32518 1.054 0.644 0.840
C 1.06442 0.71695 0.92529 -0.966 -2.398 2.910
O -1.47113 -0.25034 1.48740 1.198 -1.075 -1.519
P -0.40053 -0.41006 0.43417 -0.565 1.146 0.513
S 0.87086 -3.18804 -0.25006 -0.926 2.139 -0.058
I 0.79315 -3.57003 2.04090 0.075 -0.323 0.782
H -2.53940 1.23969 -0.33831 0.231 0.612 0.144
H -1.45242 2.29666 -1.38067 0.322 0.886 0.206
H -2.61047 1.12643 -2.02568 -0.467 0.685 -0.710
H -2.72046 -0.90463 -1.26714 -0.815 -0.489 -0.231
H -1.42786 -1.90781 -1.79522 1.010 -2.264 0.565
H -2.05060 -0.91008 -2.92766 -0.513 0.757 -1.164
H 2.18749 -0.75033 -0.27601 0.154 1.568 0.666
H 2.34356 1.05243 -0.64219 0.180 -0.666 -0.306
H 3.24803 0.39661 0.65196 -0.809 -0.132 0.331
H 0.57461 0.24364 3.15642 0.780 1.120 -0.364
H 1.98923 1.55326 2.75558 -0.905 -0.709 0.406
H 2.14344 -0.17603 2.48185 0.656 -0.695 0.459
H -0.05487 0.39336 -1.85448 -0.418 -0.532 0.058
H 0.59381 1.61796 0.57293 0.010 0.819 0.232
```
Forces are in eV/Å.

Summary:
E_HOMO (alpha / beta): -8.2 / -8.1 eV
Electronic energy: -36719.3217 eV
HOMO-LUMO gap (alpha / beta): 6.24 / 6.15 eV
Charge: 0
Multiplicity: 1
Largest force on an atom: 3.9 eV/Å

Atomic partial charges in e from the Mulliken method, atoms 1 to 5:
1. C -1.478
2. C -1.539
3. C -1.272
4. C -1.209
5. C 0.428

***

[7]
Molecular formula: C2H6NO3
Method: DFT, the ωB97M-V functional and the def2-TZVPD basis

Structure (XYZ):
```
12
Properties=species:S:1:pos:R:3:forces:R:3
C -0.77947 -1.38447 0.84619 0.599 -2.255 0.100
N 0.28404 -0.83925 0.02381 -2.033 0.055 0.624
C -0.12715 0.07612 -1.01762 -0.631 -1.057 -2.086
O 0.80045 0.53711 -1.76444 -0.242 0.061 1.399
O -1.37204 0.21284 -1.25665 1.828 -0.213 1.277
H -1.59622 -0.78880 0.58026 -1.711 0.456 -0.369
H -0.68997 -1.28620 1.96857 0.498 -0.233 -1.047
H -1.00607 -2.51675 0.54724 0.303 2.091 0.845
H 1.18255 -1.03344 0.40062 0.870 0.714 -0.710
H 1.04685 1.63477 -0.52811 1.173 1.119 0.908
H 0.87550 3.09208 -0.00272 0.121 -0.151 0.103
O 1.38152 2.29600 0.20285 -0.774 -0.587 -1.043
```
Forces are in eV/Å.

Summary:
E_HOMO: -4.4 eV
Electronic energy: -9805.3439 eV
HOMO-LUMO gap: 8.61 eV
Charge: -1
Multiplicity: 1
Largest force on an atom: 2.4 eV/Å
Energy above the lowest of the compared OMol25 structures with the same formula, charge and spin: 82.7 kJ/mol

Atomic partial charges in e from the Mulliken method, atoms 1 to 5:
1. C -0.783
2. N -0.134
3. C 0.540
4. O -0.776
5. O -0.738